1.
Formula: C15H20O15
Source: the Open Molecules 2025 dataset
Level of theory: wB97M-V/def2-TZVPD

```
50
Properties=species:S:1:pos:R:3
O 1.85 1.85 1.17
C 0.78 2.29 0.70
O 0.68 3.46 0.00
C -0.34 3.19 -0.94
C -1.25 2.25 -0.14
O -0.31 1.53 0.63
H -0.73 4.20 -1.02
H 0.14 2.90 -1.88
H -1.80 1.57 -0.79
H -1.98 2.66 0.55
O -1.93 -0.50 2.81
C -1.10 -0.39 1.93
O 0.19 -0.74 2.06
C 0.80 -0.55 0.84
C -0.35 -0.52 -0.16
O -1.40 -0.19 0.63
H 1.53 0.24 0.73
H 1.29 -1.52 0.72
H -0.47 -1.38 -0.82
H 0.07 0.27 -0.79
O 4.05 0.23 5.41
C 3.15 0.17 4.64
O 3.25 0.53 3.34
C 1.93 0.66 2.86
C 1.13 -0.29 3.85
O 2.04 -0.45 4.88
H 1.58 1.69 2.86
H 1.94 0.27 1.84
H 1.02 -1.19 3.26
H 0.17 0.11 4.20
O 2.70 -2.08 -0.28
C 1.83 -1.65 -1.07
O 1.77 -0.33 -1.42
C 0.83 -0.13 -2.39
C 0.56 -1.55 -2.80
O 1.01 -2.34 -1.83
H -0.10 0.40 -2.18
H 1.26 0.44 -3.21
H 0.91 -1.76 -3.81
H -0.52 -1.62 -2.98
O -1.91 0.30 -4.29
C -2.14 -0.42 -3.30
O -1.67 -0.30 -2.13
C -2.59 -0.94 -1.24
C -2.97 -2.14 -2.03
O -2.85 -1.53 -3.26
H -2.24 -1.09 -0.22
H -3.49 -0.33 -1.16
H -4.02 -2.27 -1.78
H -2.35 -3.03 -2.01
```

Computed properties:
- max |F| (eV/Å) = 9.08
- 2S+1 = 1
- LUMO level (Eh) = -0.0030
- HOMO-LUMO gap (eV) = 9.5012
- structure (SMILES) = O=C1OCCO1.O=C1OCCO1.O=C1OCCO1.O=C1OCCO1.O=C1OCCO1
- HOMO energy (eV) = -9.6

---

2.
Formula: C15H21Al2BeCaCl6F8NO12S2
Source: the Open Molecules 2025 dataset
Level of theory: wB97M-V/def2-TZVPD

```
69
Properties=species:S:1:pos:R:3
C -5.42 4.79 3.70
C -5.69 3.30 3.38
Cl -7.43 3.28 2.96
C -4.82 2.83 2.12
Cl -5.81 2.09 0.86
N -3.69 1.93 2.48
C -3.29 1.64 3.68
C -2.30 0.80 3.92
C -1.66 0.20 2.89
C -0.55 -0.80 3.06
O 0.58 -0.51 3.06
O -0.88 -2.17 3.16
C -2.07 0.52 1.64
C -3.05 1.37 1.47
H -5.58 4.92 4.78
H -4.43 5.12 3.39
H -6.21 5.37 3.23
H -5.62 2.65 4.23
H -4.39 3.70 1.66
H -3.75 2.10 4.53
H -1.99 0.58 4.93
H -1.87 -2.32 2.96
H -1.52 0.04 0.81
H -3.35 1.60 0.47
F -3.29 -2.48 2.88
Ca -2.28 -2.43 5.09
F -2.60 -2.24 -1.90
Al -1.06 -1.62 -2.21
F 0.04 -2.88 -2.35
F -0.59 -0.58 -0.86
F -1.08 -0.71 -3.65
C 1.13 -0.82 -6.06
Cl 2.21 -2.11 -6.48
Cl 2.08 0.68 -6.01
Cl -0.16 -0.72 -7.23
H 0.69 -0.98 -5.08
C 6.28 -1.30 -6.51
F 5.92 -1.36 -5.21
F 5.34 -0.42 -7.06
F 7.42 -0.66 -6.57
S 6.35 -3.00 -7.32
O 5.01 -3.48 -7.17
O 7.35 -3.68 -6.57
O 6.72 -2.68 -8.66
O 8.56 -0.35 -2.60
Cl 8.51 -1.75 -3.08
O 8.19 -1.79 -4.50
O 7.50 -2.47 -2.34
O 9.79 -2.34 -2.86
C 6.35 1.05 -3.09
S 5.52 0.05 -1.84
O 5.39 -1.32 -2.45
C 3.88 0.79 -2.03
H 7.38 0.71 -3.17
H 5.86 0.95 -4.11
H 6.34 2.10 -2.80
H 3.49 0.70 -3.09
H 3.91 1.85 -1.75
H 3.19 0.27 -1.37
Al -5.05 7.44 4.27
O -5.29 -1.10 7.05
C -6.52 -1.20 6.98
C -7.03 -2.58 8.09
O -8.23 -2.64 7.99
H -6.97 -1.47 6.01
H -7.12 -0.35 7.32
H -6.59 -2.27 9.06
H -6.42 -3.42 7.74
Be 4.65 -0.43 -3.90
```

Computed properties:
- max |F| (eV/Å) = 5.95
- 2S+1 = 1
- LUMO level (Eh) = -0.3152
- HOMO-LUMO gap (eV) = 1.2067
- charge = +2
- HOMO energy (eV) = -9.8

---

3.
Formula: C15H21Br2F3O11
Source: the Open Molecules 2025 dataset
Level of theory: wB97M-V/def2-TZVPD

```
52
Properties=species:S:1:pos:R:3
O -0.30 3.02 3.53
C 0.66 3.02 2.89
O 0.95 3.89 1.90
C 2.10 3.47 1.24
C 2.65 2.29 2.02
F 3.78 2.54 2.73
O 1.60 2.03 2.96
H 1.97 3.19 0.20
H 2.96 4.23 1.24
H 2.85 1.38 1.49
O -1.81 -2.94 6.38
C -1.94 -1.76 6.40
O -0.93 -0.92 6.20
C -1.42 0.44 6.41
C -2.87 0.26 6.27
F -3.16 0.65 4.94
O -3.12 -1.08 6.48
H -1.21 0.81 7.44
H -1.03 1.06 5.64
H -3.45 0.90 6.93
O -0.80 1.21 -6.34
C -1.41 0.60 -5.50
O -2.22 -0.48 -5.77
C -2.95 -0.79 -4.59
C -2.34 0.12 -3.51
F -1.73 -0.82 -2.70
O -1.40 0.87 -4.16
H -3.99 -0.54 -4.86
H -2.88 -1.83 -4.38
H -2.97 0.76 -2.88
C 4.05 -0.38 -4.21
C 2.66 -0.78 -4.58
O 1.96 -1.31 -3.37
C 0.97 -2.31 -3.50
C 0.50 -2.64 -2.08
O 0.69 -2.88 -4.52
H 4.61 -1.37 -4.10
H 4.04 0.27 -3.36
H 4.50 0.23 -5.05
H 2.10 0.10 -4.81
H 2.48 -1.56 -5.36
H 1.27 -3.25 -1.62
H -0.43 -3.18 -2.14
H 0.29 -1.72 -1.55
Br -1.23 -2.11 3.02
C -0.21 -1.24 1.60
C -1.10 -0.04 1.26
Br -0.15 1.34 0.16
H -0.05 -1.97 0.80
H 0.84 -0.98 1.93
H -1.39 0.42 2.17
H -2.00 -0.24 0.68
```

Computed properties:
- max |F| (eV/Å) = 3.39
- 2S+1 = 1
- LUMO level (Eh) = 0.0109
- HOMO-LUMO gap (eV) = 10.7371
- structure (SMILES) = O=C1OC[C@@H](F)O1.O=C1OC[C@@H](F)O1.O=C1OC[C@@H](F)O1.CCOC(C)=O.BrCCBr
- HOMO energy (eV) = -10.4